Molecular formula: C45H80O45
Method: DFT, ωB97M-V with the def2-TZVPD basis set

The geometry in XYZ format:
```
170
Properties=species:S:1:pos:R:3:forces:R:3:lowdin_charge:R:1
C -0.13668 -5.29932 5.50995 0.06 1.03 -2.60 -0.16
C 0.97251 -4.84450 6.36009 1.21 2.87 1.64 -0.14
O 0.86845 -5.60456 7.52987 -0.18 -1.11 0.42 0.09
C 0.15599 -6.66669 7.18464 -1.27 -4.35 3.48 -0.57
O 0.03065 -7.68665 7.86400 0.60 2.44 -1.45 0.12
O -0.52755 -6.51078 6.05636 -0.23 -0.37 -0.42 0.10
H 0.19168 -5.39822 4.47530 -0.13 -0.39 -0.10 0.14
H -0.91229 -4.53379 5.48776 -0.46 -0.41 0.27 0.14
H 0.70727 -3.83990 6.68953 0.67 0.36 -0.27 0.14
H 2.03277 -4.88200 6.11000 -0.27 -0.05 -0.97 0.14
C -1.98238 1.47382 -0.74619 -0.83 0.95 -1.00 -0.14
C -2.32144 2.08644 0.57693 1.05 -0.22 0.54 -0.11
O -1.40520 1.39837 1.46616 -0.32 -1.03 -0.51 0.04
C -0.95232 0.25598 0.81752 2.39 0.15 1.97 -0.54
O -0.14016 -0.51470 1.29567 -2.00 1.24 -0.72 0.13
O -1.37016 0.23292 -0.43595 -0.62 -0.14 -0.92 0.09
H -1.35043 2.11848 -1.35706 0.50 -0.35 0.11 0.13
H -2.92559 1.40938 -1.28868 0.22 -0.85 -0.31 0.13
H -3.36439 1.86265 0.80115 0.14 0.28 0.60 0.13
H -2.04223 3.13985 0.59931 -0.52 -0.04 0.22 0.14
C 3.16228 -0.49573 -6.24895 1.11 -1.56 0.45 -0.12
C 3.30652 0.32512 -4.98514 1.33 0.53 0.04 -0.12
O 2.17602 1.15075 -5.05031 0.12 1.11 1.52 0.09
C 1.38207 0.82066 -6.04447 -3.48 1.49 -0.60 -0.59
O 0.29071 1.33589 -6.24529 2.22 -1.04 0.28 0.12
O 1.90949 -0.14440 -6.77558 -0.02 -0.63 -0.80 0.09
H 3.18763 -1.54664 -5.96077 -0.29 -0.17 -0.38 0.13
H 3.95652 -0.35286 -6.98166 -0.16 0.30 -0.03 0.13
H 4.22132 0.91775 -4.99094 -0.12 0.40 -0.27 0.13
H 3.39094 -0.19036 -4.02845 -0.70 -0.44 -0.17 0.13
C 4.82107 2.60523 4.03242 -1.22 0.74 -1.41 -0.11
C 4.92908 1.15136 3.50391 -0.14 2.46 1.20 -0.10
O 4.34532 0.48111 4.61020 -0.08 -1.73 0.45 0.06
C 3.77936 1.31641 5.51718 -0.99 -0.16 2.53 -0.55
O 3.30095 1.06316 6.61341 1.05 -0.52 -2.73 0.13
O 3.82227 2.56378 5.06987 1.19 0.45 -0.59 0.07
H 4.30801 3.12987 3.22642 0.63 0.73 0.11 0.12
H 5.73224 3.10975 4.35386 -0.12 -0.20 0.17 0.13
H 5.97893 0.92153 3.32197 -0.30 -0.67 0.13 0.13
H 4.32623 1.18070 2.59626 -0.04 -1.11 0.12 0.13
C 7.22986 -12.50871 -0.69001 -0.82 0.43 -1.54 -0.13
C 8.34137 -12.13798 0.21515 0.50 0.97 0.23 -0.10
O 8.79420 -13.39849 0.67994 3.24 3.50 2.14 0.13
C 8.02611 -14.32334 0.32809 -1.53 -5.73 0.33 -0.67
O 8.09958 -15.47793 0.71238 -0.05 1.49 -0.59 0.13
O 7.12065 -13.90643 -0.52606 -1.76 0.17 -1.31 0.10
H 7.49492 -12.24287 -1.71332 -0.21 -0.40 -0.23 0.13
H 6.28398 -12.01217 -0.47354 -0.02 -0.22 0.18 0.13
H 7.94117 -11.49221 0.99677 0.60 -0.23 0.47 0.14
H 9.15374 -11.64948 -0.32291 0.02 0.03 0.31 0.14
C 8.09385 -12.72814 -16.82747 -1.62 -0.89 -2.32 -0.07
O 8.51630 -11.99492 -15.72899 1.33 -0.21 -1.11 0.03
C 7.84746 -11.97951 -14.61152 -2.94 -1.29 1.31 -0.59
O 6.74226 -12.50001 -14.39164 2.73 1.31 -0.36 0.10
O 8.63605 -11.29541 -13.78749 -0.48 0.79 1.83 0.02
C 8.35264 -11.17775 -12.37390 0.14 -1.46 1.37 -0.04
H 7.65227 -13.71731 -16.70642 0.09 0.01 1.19 0.10
H 8.84882 -12.91914 -17.59012 0.81 0.55 0.69 0.09
H 7.32223 -12.20969 -17.39662 -0.17 0.44 0.25 0.10
H 7.51402 -11.70950 -11.92440 -0.91 0.04 -1.30 0.09
H 8.32397 -10.19451 -11.90431 0.18 0.40 -1.13 0.09
H 9.10117 -11.74907 -11.82491 0.83 0.31 -0.42 0.09
C 9.14667 1.06901 -2.69590 -0.56 0.16 -0.97 -0.02
O 9.65618 2.34623 -2.36673 2.67 -1.55 -1.19 0.03
C 9.05076 3.10938 -1.55354 -4.17 1.00 1.31 -0.66
O 7.82937 3.13659 -1.36145 1.77 -0.16 -0.01 0.09
O 9.92218 3.88715 -0.96862 1.30 0.43 -0.46 0.02
C 9.46652 4.82708 -0.04920 -0.20 0.53 1.57 -0.06
H 8.39189 1.27404 -3.45510 -0.42 -0.63 0.23 0.10
H 8.77761 0.52957 -1.82360 -0.14 0.18 -0.11 0.11
H 9.94863 0.51157 -3.17985 0.07 0.16 0.25 0.10
H 8.93591 5.68788 -0.45610 -0.12 -0.31 -0.38 0.10
H 10.34594 5.20311 0.47358 0.06 -0.05 -0.19 0.10
H 8.85502 4.31643 0.69471 -0.27 0.21 -0.04 0.10
C 7.05432 -7.30973 -4.09645 -0.85 0.27 -0.67 -0.05
O 6.62919 -7.12647 -2.74242 0.06 0.56 0.45 -0.03
C 6.22029 -5.90423 -2.25341 0.68 1.45 -5.16 -0.57
O 6.10327 -4.86777 -2.94907 0.36 -2.77 2.13 0.07
O 5.97271 -6.08632 -1.01788 -0.25 0.23 2.17 0.04
C 5.57038 -4.98358 -0.20086 -0.49 0.27 0.85 -0.01
H 7.08067 -8.37664 -4.31811 0.27 -0.06 0.65 0.09
H 8.01092 -6.85306 -4.35034 -0.03 0.10 0.40 0.09
H 6.29793 -6.95811 -4.79812 -0.01 0.50 0.12 0.09
H 4.80931 -5.39474 0.46232 -0.16 0.13 -0.21 0.10
H 5.19918 -4.11006 -0.73684 -0.01 -0.42 -0.37 0.10
H 6.36204 -4.64035 0.46514 0.44 -0.27 -0.36 0.10
C 5.45772 -16.01315 -5.76492 0.41 -1.15 -0.64 -0.04
O 4.93525 -14.71917 -5.69214 -0.41 0.49 2.22 0.02
C 4.66482 -13.95224 -6.70122 -0.18 -0.50 -3.00 -0.62
O 4.75388 -14.29279 -7.86784 -0.21 0.55 0.76 0.11
O 4.27334 -12.76186 -6.26443 -0.16 -0.40 1.70 0.01
C 3.50222 -11.88352 -7.02827 -0.50 0.58 -1.55 -0.06
H 4.93867 -16.67332 -5.07004 0.04 0.50 0.42 0.10
H 6.51894 -15.95084 -5.52402 -0.05 -0.23 -0.03 0.10
H 5.30815 -16.51772 -6.71946 0.15 0.56 -0.35 0.10
H 2.76293 -12.33238 -7.69166 0.43 -0.77 -0.18 0.10
H 4.18184 -11.29597 -7.64552 -0.25 0.29 0.04 0.10
H 2.84347 -11.26519 -6.41850 0.75 0.09 0.62 0.09
C 1.88205 -5.01325 -10.88146 -0.38 -0.88 0.99 -0.05
O 2.92039 -4.70081 -11.76656 0.52 0.29 -1.12 0.00
C 4.03145 -5.41588 -11.71034 1.46 -1.87 2.31 -0.54
O 4.45128 -6.02933 -10.69725 -1.15 1.71 -3.20 0.08
O 4.60653 -5.36501 -12.92532 -2.46 1.19 0.18 0.00
C 5.78965 -5.99546 -13.19677 2.11 -0.98 0.85 -0.08
H 2.11087 -4.67433 -9.87107 -0.23 0.38 -0.09 0.10
H 1.77846 -6.09478 -10.79396 -0.01 -0.11 -0.12 0.10
H 0.95570 -4.62310 -11.30307 0.26 0.28 0.21 0.10
H 5.70399 -6.92199 -13.76449 -0.55 -0.03 0.04 0.10
H 6.21800 -6.22634 -12.22142 0.61 -0.23 -0.20 0.09
H 6.45311 -5.34864 -13.77082 -0.17 0.24 0.15 0.10
C 14.79214 -5.29444 -2.69385 0.14 -1.11 -0.66 -0.03
O 16.21730 -5.34825 -2.90965 0.40 0.40 -0.50 -0.01
C 16.98624 -4.31632 -2.51623 -1.49 0.46 0.63 -0.56
O 16.52936 -3.29100 -2.04833 1.17 -0.83 -0.47 0.12
O 18.26625 -4.67497 -2.69504 -3.12 -1.81 -1.13 0.02
C 19.26872 -3.90482 -2.26650 2.85 2.21 1.85 -0.11
H 14.63521 -5.63786 -1.67132 -0.48 0.64 -0.03 0.10
H 14.39758 -6.05351 -3.36931 0.27 -0.48 0.21 0.09
H 14.22938 -4.44212 -3.07452 0.72 0.73 0.81 0.10
H 19.74579 -3.32233 -3.05468 -0.06 -0.14 -0.22 0.10
H 20.01129 -4.53686 -1.77947 0.19 -0.22 -0.38 0.10
H 19.02156 -3.20186 -1.47098 -0.61 0.15 -0.12 0.10
C 0.26100 -7.35262 -1.27136 -0.22 0.65 0.16 -0.07
O 0.40504 -8.74360 -1.35425 0.87 -2.52 0.99 -0.03
C 0.85406 -9.45265 -0.25286 -0.65 -0.05 0.85 -0.51
O 1.10548 -9.02526 0.85958 -0.24 -0.12 -1.82 0.12
O 0.88059 -10.77534 -0.57904 -0.81 1.49 -0.77 -0.01
C 1.09118 -11.78167 0.38217 0.98 -0.92 1.06 -0.07
H 1.23389 -6.88395 -1.12325 -0.19 0.19 0.31 0.10
H -0.49118 -7.09855 -0.52452 0.38 0.18 0.33 0.10
H -0.15231 -7.01426 -2.22151 0.20 -0.25 -0.10 0.09
H 0.51993 -11.84697 1.30818 -0.76 1.09 -0.23 0.10
H 2.11302 -11.75532 0.76066 0.23 0.00 -0.34 0.09
H 0.89810 -12.74735 -0.08505 0.22 0.29 -0.44 0.09
C 6.23647 -8.63232 5.93309 -0.21 0.32 0.31 -0.06
O 7.49238 -8.46471 6.49160 2.73 1.03 2.01 -0.04
C 7.68053 -7.49223 7.43519 -0.14 -0.36 -0.21 -0.51
O 6.82214 -6.74939 7.88850 1.82 -1.27 -0.68 0.12
O 9.01875 -7.57071 7.74860 -2.26 -0.57 -0.82 -0.02
C 9.48520 -6.81696 8.83047 0.12 0.74 0.69 -0.07
H 5.54073 -8.43355 6.74829 -0.71 -0.02 -0.64 0.10
H 6.24744 -9.67682 5.62168 -0.52 0.24 -0.28 0.10
H 6.24037 -7.90442 5.12177 -1.06 -0.29 -0.26 0.10
H 10.29328 -7.39340 9.28081 0.16 0.27 -0.21 0.10
H 8.74478 -6.64351 9.61137 -0.27 -0.11 -0.21 0.09
H 9.79567 -5.84750 8.44077 0.34 0.02 0.31 0.10
C 11.94136 -6.02363 3.13580 -0.59 -0.42 0.29 -0.03
O 12.25741 -4.63933 3.38305 0.65 -1.27 0.12 0.01
C 11.80429 -3.65819 2.61462 -2.78 -1.22 -1.62 -0.60
O 11.04462 -3.77530 1.64409 1.81 0.31 1.57 0.09
O 12.16348 -2.55208 3.20477 0.70 -0.02 0.66 0.01
C 11.82617 -1.30639 2.66750 -0.05 0.75 -0.29 -0.04
H 12.63166 -6.57924 2.50106 0.14 0.75 -0.47 0.09
H 10.91461 -6.17108 2.80092 0.11 0.38 -0.34 0.09
H 12.00014 -6.57357 4.07506 0.11 0.59 0.35 0.09
H 12.05016 -0.62273 3.48637 -0.06 0.19 -0.32 0.10
H 10.77744 -1.22662 2.38132 0.00 -0.20 0.05 0.10
H 12.45354 -1.10234 1.79982 -0.04 0.15 0.01 0.10
C 14.98627 -5.96374 -8.44230 -0.57 -0.72 -0.47 -0.05
O 14.32025 -4.72409 -8.72768 -1.42 0.68 -0.15 -0.02
C 12.94748 -4.83257 -8.85121 0.65 -0.43 1.91 -0.54
O 12.33997 -5.81620 -8.47702 0.21 0.97 -1.02 0.11
O 12.40318 -3.65387 -9.22068 2.47 -0.83 -0.63 0.00
C 11.01750 -3.59248 -9.26495 -1.61 -0.35 0.15 -0.07
H 16.02676 -5.83272 -8.14513 -0.17 0.66 -0.41 0.09
H 14.88058 -6.52235 -9.37229 0.52 -0.42 0.18 0.10
H 14.52258 -6.55259 -7.65088 -0.34 0.32 0.00 0.09
H 10.53896 -4.36405 -9.86810 0.38 -0.43 0.09 0.10
H 10.70222 -2.67206 -9.75640 0.40 0.26 0.50 0.10
H 10.67441 -3.70042 -8.23600 -0.52 0.29 -0.13 0.10
```
Positions in Å, forces in eV/Å.

The spin multiplicity is 1. For the total energy, the calculation gives -140092.5238 eV. The calculation puts the molar mass at 1341.1 g mol⁻¹. For the energy above the lowest of the compared OMol25 structures with the same formula, charge and spin, the calculation gives 6.882 eV. The highest occupied orbital energy comes out at -10.426 eV.